15
Properties=species:S:1:pos:R:3:forces:R:3 method="wB97M-V/def2-TZVPD" e_tot_ha=-702.0404 total_charge=0 lumo_energy_ha=0.026 homo_lumo_gap_ev=9.85 de_lowest_kcal_mol=23.28 smiles="NC(=O)[C@@H](N)CS" spin_multiplicity=1
N -1.237463 0.605874 -2.101923 0.3 -0.4 -0.6
C -0.043419 0.430814 -1.472171 1.0 1.4 1.9
O 0.931476 1.116684 -1.724769 0.0 -0.4 -0.8
C -0.017845 -0.485590 -0.252348 -2.6 -1.4 -0.6
N 0.175659 -1.918073 -0.706220 1.2 1.3 -0.2
C 0.821908 -0.045475 0.930534 -1.3 1.2 -0.8
S -0.193853 0.309644 2.433849 0.7 -0.5 -0.3
H -2.067799 0.121084 -1.811943 0.1 -0.2 -0.1
H -1.129510 0.879743 -3.066464 -0.4 0.3 0.1
H -1.072909 -0.533505 0.053910 0.1 0.3 0.3
H -0.202971 -1.904987 -1.652977 -0.2 -0.5 0.1
H 1.179800 -1.968985 -0.897837 0.0 -0.4 0.1
H 1.287239 0.890317 0.650217 0.5 0.0 0.0
H 1.526177 -0.799659 1.134135 1.0 -0.7 0.5
H 0.391303 -0.702944 3.079319 -0.3 0.0 0.4

***

15
Properties=species:S:1:pos:R:3:forces:R:3 method="wB97M-V/def2-TZVPD" e_tot_ha=-701.8689 total_charge=0 lumo_energy_ha="0.016 / -0.070" homo_lumo_gap_ev="9.41 / 5.05" de_lowest_kcal_mol=130.93 spin_multiplicity=1
C -0.942099 -0.934430 0.962560 4.3 -3.6 2.4
C -2.947515 -0.070289 0.053858 -3.1 0.4 -0.4
C 3.701451 -0.108337 -0.635347 -2.2 -2.1 -0.8
N -0.944850 1.238772 0.151370 1.4 1.3 -0.7
N -1.555327 -0.059696 0.313986 -0.1 2.5 -1.6
O -0.841605 -2.035250 1.469723 -1.4 1.9 -1.1
S 2.207016 0.409754 0.264379 0.6 0.1 0.0
H -3.375568 -0.995623 0.545663 0.3 1.1 -0.7
H -3.425039 0.882455 0.484431 0.7 -1.5 -0.4
H -3.214319 -0.064371 -1.053907 0.6 -0.2 1.3
H 4.617623 0.292471 -0.308422 0.9 1.1 0.2
H 3.451532 -0.089979 -1.710677 0.7 0.6 0.4
H 3.815920 -1.195408 -0.451861 -0.1 0.3 0.2
H -0.067595 1.294026 0.700779 -1.1 -0.5 0.3
H -0.479618 1.435899 -0.786530 -1.4 -1.3 0.8

***

16
Properties=species:S:1:pos:R:3:forces:R:3 method="wB97M-V/def2-TZVPD" e_tot_ha=-1100.0511 total_charge=0 lumo_energy_ha="-0.005 / -0.024" homo_lumo_gap_ev="8.24 / 6.45" de_lowest_kcal_mol=128.16 spin_multiplicity=1
C -0.279445 1.513688 0.463299 -0.5 -0.4 0.2
C -2.302405 -0.909398 -0.195847 -0.5 0.6 1.7
C 2.816351 0.323853 -0.714244 -0.7 -1.1 0.0
N -1.351466 0.864782 0.844374 2.3 -0.8 0.2
N -1.355368 -0.585654 0.914050 -1.1 0.4 -0.7
O 1.494360 -1.632719 0.557718 0.4 -1.6 2.8
S 0.796518 2.679164 0.188109 -1.6 -0.1 0.5
S 1.426325 -0.826030 -0.635359 -0.5 2.3 -3.0
H -2.465259 -1.953329 -0.134374 0.0 -1.2 -0.6
H -3.339873 -0.463813 0.045703 1.6 -0.4 -0.2
H -1.989825 -0.503462 -1.155081 0.1 -0.3 -0.2
H 2.656656 1.342984 -0.429035 -0.4 0.4 0.8
H 3.051838 0.368301 -1.746612 0.5 -0.2 -1.1
H 3.558263 -0.203895 -0.161839 1.0 0.0 0.4
H -2.302563 1.023924 1.181706 0.5 1.7 -0.1
H -0.414108 -1.038392 0.977437 -1.1 0.8 -0.6

***

14
Properties=species:S:1:pos:R:3:forces:R:3 method="wB97M-V/def2-TZVPD" e_tot_ha=-626.6843 total_charge=0 lumo_energy_ha=0.013 homo_lumo_gap_ev=8.97 de_lowest_kcal_mol=87.22 smiles="CNN(C)C=S" spin_multiplicity=1
C 1.730972 -0.362235 -0.303168 3.7 -0.9 1.3
N 0.828729 0.768962 -0.429444 -1.5 -0.8 1.5
N -0.394632 0.133841 0.074204 -1.1 1.3 3.4
C -1.348262 -0.234428 -0.921892 -2.6 0.0 1.3
C -0.816658 0.284739 1.434551 1.8 1.8 -2.8
S -2.253836 -0.396952 1.868692 1.0 0.7 0.7
H 2.800873 -0.060427 -0.436504 -0.7 0.4 -0.2
H 1.738990 -0.593697 0.808369 -0.1 -0.8 -1.4
H 1.726536 -1.288525 -0.982429 -1.2 1.6 1.0
H 1.062403 1.381229 0.396322 0.0 -0.4 -1.4
H -0.807330 -0.151834 -1.793710 0.7 -0.5 -2.3
H -2.196711 0.473306 -0.937644 0.5 0.5 -0.1
H -2.001563 -1.126349 -0.737994 1.7 0.0 -0.2
H -0.069510 1.172369 1.960645 -2.1 -2.9 -0.8

***

14
Properties=species:S:1:pos:R:3:forces:R:3 method="wB97M-V/def2-TZVPD" e_tot_ha=-626.7606 total_charge=0 lumo_energy_ha=0.029 homo_lumo_gap_ev=9.29 de_lowest_kcal_mol=39.36 smiles="CCN(N)C=S" spin_multiplicity=1
C -2.403537 -0.697886 0.555873 1.1 -0.3 1.0
C -1.670858 -0.059415 -0.567095 -1.6 0.5 -0.6
N -0.349488 0.317022 -0.274865 1.6 -1.3 -0.1
N -0.205238 1.611827 0.123307 0.4 1.5 0.6
C 0.649704 -0.598628 -0.312938 0.0 1.7 0.9
S 2.201190 -0.319964 0.152650 -0.2 -0.1 -0.2
H -3.425681 -0.780481 0.354227 -1.6 -0.4 -0.6
H -1.980861 -1.680201 0.792795 -0.2 0.2 0.2
H -2.358621 -0.036299 1.405685 0.2 0.1 0.6
H -2.234335 0.818410 -0.875032 0.3 0.2 -0.1
H -1.632971 -0.688676 -1.406219 -0.1 -1.1 -1.3
H -0.119804 1.681858 1.133981 0.0 -0.2 0.1
H 0.662124 1.998525 -0.228134 0.2 -0.2 -0.2
H 0.302338 -1.560080 -0.613841 -0.2 -0.7 -0.4

***

14
Properties=species:S:1:pos:R:3:forces:R:3 method="wB97M-V/def2-TZVPD" e_tot_ha=-626.5779 total_charge=0 lumo_energy_ha=-0.021 homo_lumo_gap_ev=8.45 de_lowest_kcal_mol=153.96 spin_multiplicity=1
C -1.566666 0.440453 0.097125 -0.5 -2.0 -5.6
C -0.374954 0.437477 -0.842245 1.9 2.5 -3.3
C 0.583725 -0.603475 -0.517499 2.8 -2.1 0.5
H -1.998348 1.144610 -0.636069 -2.0 -0.2 1.4
H -1.414435 0.826514 1.029096 0.4 0.7 2.4
H -1.930849 -0.638976 -0.064552 -0.3 1.9 1.1
H -0.564689 0.256066 -1.968193 -0.7 0.0 1.8
H 0.032998 1.557249 -0.984068 -0.1 -2.5 1.0
H 1.478351 -2.317119 -0.666985 -1.1 1.1 -0.8
H 1.138960 -1.680342 1.630765 0.5 4.3 -2.9
H 0.551312 1.627213 1.976393 3.7 -0.7 -0.9
N 0.774330 -1.707840 -1.186775 0.1 1.2 1.8
N 1.213314 -0.371893 0.740014 1.3 -3.1 3.6
S 2.076950 1.030065 1.392993 -5.8 -1.1 0.1

***

15
Properties=species:S:1:pos:R:3:forces:R:3 method="wB97M-V/def2-TZVPD" e_tot_ha=-1024.7574 total_charge=0 lumo_energy_ha=-0.040 homo_lumo_gap_ev=7.67 de_lowest_kcal_mol=152.85 spin_multiplicity=1
C 0.757012 0.732197 1.914358 0.4 1.2 -2.2
C 0.375097 -0.314029 -0.679628 -1.8 -5.9 -1.9
C -0.228735 0.675132 -1.591266 1.7 1.9 -1.9
H 0.392265 -1.622123 1.734316 -0.9 -1.3 -0.1
H -1.134317 -1.881473 2.793366 2.9 2.7 -2.2
H 0.923133 1.855190 2.090645 -0.3 -2.1 0.7
H 0.997494 -1.289740 -1.126533 -2.0 2.5 0.0
H -0.546904 -0.869950 -0.243537 1.9 1.0 0.3
H -0.549076 1.511817 -0.881576 0.1 -0.8 -1.4
H 0.718225 1.123049 -2.327537 -3.2 -1.1 1.9
H -1.036745 1.069711 -3.975838 -1.8 -2.6 2.7
N -0.507061 -1.237701 2.051577 0.0 -1.0 1.7
N -0.063832 -0.000499 2.526418 -1.5 0.7 0.8
S 1.599404 0.374922 0.232101 1.5 1.1 4.2
S -1.695961 -0.126502 -2.516867 2.9 3.6 -2.7

***

15
Properties=species:S:1:pos:R:3:forces:R:3 method="wB97M-V/def2-TZVPD" e_tot_ha=-1024.8489 total_charge=0 lumo_energy_ha=-0.008 homo_lumo_gap_ev=8.24 de_lowest_kcal_mol=95.44 spin_multiplicity=1
C -1.317873 1.757158 0.143671 0.6 -1.9 2.9
C 0.345123 -0.562549 -0.047217 1.8 -2.2 1.9
C 2.670968 -0.501277 -0.451874 0.1 -3.7 3.7
H -1.692950 1.043183 1.058444 1.1 1.8 -2.4
H -1.327927 2.753321 0.574018 0.9 0.2 -0.1
H -2.064633 1.731983 -0.618885 0.1 -0.2 -0.6
H -0.745710 -2.027349 0.559462 -0.3 -2.2 0.3
H -3.274836 -0.801261 0.899424 1.5 0.2 -3.6
H 2.571507 -0.438501 -1.490677 -0.5 0.8 -1.5
H 3.501577 -1.283875 -0.310611 -0.8 1.7 0.1
H 2.761826 0.382295 0.176932 0.8 0.3 -0.6
N -0.936521 -1.121387 0.265682 0.8 2.4 -1.3
N 1.483248 -1.259632 0.199762 -3.2 2.3 -2.9
S 0.474275 1.123975 -0.363709 -2.8 2.1 -0.2
S -2.448075 -0.796082 -0.594420 -0.4 -1.7 4.3

***

15
Properties=species:S:1:pos:R:3:forces:R:3 method="wB97M-V/def2-TZVPD" e_tot_ha=-1024.9034 total_charge=0 lumo_energy_ha=0.025 homo_lumo_gap_ev=9.80 de_lowest_kcal_mol=61.24 smiles="N=C(S)S.C=NC" spin_multiplicity=1
N -1.674252 0.155586 -1.971175 -0.6 0.8 -0.7
C -1.867663 -0.940077 -1.415194 0.8 -0.6 1.3
S -0.707591 -2.004462 -0.521877 0.6 1.3 0.1
S -3.505118 -1.528263 -1.337841 -0.8 -1.4 1.4
H -0.743482 0.521256 -2.070348 0.5 -0.3 0.2
H 0.131659 -0.924192 -0.131440 -0.5 -1.1 -0.7
H -3.368551 -2.375451 -0.184255 0.0 1.2 -1.7
C 2.578894 0.812332 0.189683 -5.3 0.1 2.7
N 1.361876 0.450050 0.409340 1.6 -1.3 -0.6
C 0.534195 0.862406 1.529819 2.8 2.6 -0.2
H 3.149481 0.390031 -0.493807 2.0 -2.2 -3.8
H 3.091516 1.549096 0.686650 0.9 2.0 2.0
H -0.006561 1.705498 1.090548 -0.1 0.4 0.7
H -0.219254 0.191657 1.831811 -0.5 -1.4 0.2
H 1.244849 1.134534 2.388086 -1.5 0.0 -0.9

***

15
Properties=species:S:1:pos:R:3:forces:R:3 method="wB97M-V/def2-TZVPD" e_tot_ha=-1024.7455 total_charge=0 lumo_energy_ha=0.009 homo_lumo_gap_ev=9.01 de_lowest_kcal_mol=160.29 spin_multiplicity=1
C -1.052950 1.404204 -0.168059 1.6 4.2 1.0
C -0.191853 0.812816 -1.302134 -1.6 -2.7 -3.1
C 0.934587 -0.422079 0.622690 1.7 1.1 1.2
H -1.632122 2.591325 -0.891891 1.0 -3.9 2.8
H -0.189393 2.069649 0.811690 -2.8 -2.1 -3.2
H -1.599636 0.512830 0.463253 0.7 3.0 -2.0
H -0.775354 -0.146759 -1.630404 0.9 1.3 0.9
H -0.147630 1.171244 -2.398498 -0.1 0.9 2.1
H 2.124946 0.615936 1.852145 2.4 2.2 -0.6
H -0.909715 -1.209129 1.656733 3.2 -0.3 -4.2
H 0.836725 -3.716115 0.174050 -1.8 2.5 -0.8
N 1.478964 -0.065969 1.714758 -4.0 -3.5 -0.4
N -0.254314 -1.188077 0.585852 -1.1 -2.1 2.6
S 1.499530 0.207751 -1.022252 -1.0 0.0 1.6
S -0.121786 -2.637628 -0.467933 0.9 -0.7 2.2

***

14
Properties=species:S:1:pos:R:3:forces:R:3 method="wB97M-V/def2-TZVPD" e_tot_ha=-283.0150 total_charge=+1 lumo_energy_ha=-0.174 homo_lumo_gap_ev=9.39 de_lowest_kcal_mol=93.37 spin_multiplicity=1
C 0.766559 -0.260834 -2.788794 0.0 -0.6 0.6
C 1.202832 -0.567375 -0.500993 0.1 -1.5 2.3
C 0.651806 0.809359 -0.153959 1.2 -3.6 1.6
N 1.108756 -0.822025 -1.843720 -0.9 0.1 -1.4
N 0.153262 1.456885 -1.065416 0.1 2.4 -0.7
N -1.234879 -0.226668 1.605205 0.1 2.5 -0.6
H 0.494566 -0.163510 -3.793912 -0.3 0.6 -1.2
H 2.249586 -0.589246 -0.319690 1.2 0.2 0.7
H 0.786210 -1.347663 0.203593 0.1 0.7 -1.2
H 0.782770 0.679972 0.949799 -0.5 2.2 -0.5
H 0.005134 2.441336 -0.812852 -0.7 -0.3 -0.3
H -1.545496 -1.127511 1.784562 -0.9 -2.1 0.0
H -1.774365 0.196091 0.810665 0.4 -0.7 1.3
H -1.465765 0.274569 2.469763 0.1 0.1 -0.6

***

14
Properties=species:S:1:pos:R:3:forces:R:3 method="wB97M-V/def2-TZVPD" e_tot_ha=-283.0122 total_charge=+1 lumo_energy_ha=-0.145 homo_lumo_gap_ev=10.03 de_lowest_kcal_mol=95.12 spin_multiplicity=1
C 1.047192 -1.779844 -0.065683 -1.5 3.3 0.9
C 0.429200 0.147901 -1.059043 1.3 -0.5 -1.6
C -1.133654 0.773974 1.260153 -0.1 -2.4 -0.6
N -0.157549 -1.567946 0.393091 1.3 -2.9 0.7
N 1.591159 -0.748405 -0.729920 -1.2 1.2 -1.5
N -0.617828 -0.375958 -0.123795 -1.4 2.4 0.2
H 1.718731 -2.412809 0.359021 1.2 -2.8 0.9
H 0.736668 1.171170 -0.860843 -0.4 0.1 -0.3
H 0.029440 -0.056426 -2.133342 0.9 0.7 1.7
H -0.786846 1.693378 0.945958 1.7 1.6 -0.8
H -2.193725 0.994251 1.309869 -0.5 -1.3 -0.4
H -0.729327 0.378959 2.220006 -0.1 -0.1 -1.3
H 2.484915 -0.699438 -1.241444 -0.9 -0.3 0.5
H -1.353798 -0.669310 -0.792053 -0.5 0.8 1.3